[1]
Here is the ion C2HClNOS2 with charge -1 in a non-equilibrium geometry from the Open Molecules 2025 dataset. Energies are from ωB97M-V with the def2-TZVPD basis set.

ORCA input file:
```
! RIJCOSX wB97M-V def2-TZVPD def2/J DEFGRID3
* xyz -1 1
C -0.328 0.412 1.772
C 0.987 0.057 -0.240
N 0.367 0.557 0.741
O -1.265 -1.454 -0.191
S 2.461 0.364 -0.917
S -0.101 -1.270 -1.070
Cl -1.595 1.653 1.928
H -0.526 -0.320 -2.022
*
```

Values from the calculation:
M, g mol⁻¹: 154.623
LUMO level, eV: 3.3
Energy above the lowest of the compared OMol25 structures with the same formula, charge and spin, kJ/mol: 302.85
Orbital gap, eV: 6.93



[2]
Here is a cluster of 6 separate species, C25H47BCl2IO11 in total in a non-equilibrium geometry from the Open Molecules 2025 dataset. Energies are from ωB97M-V with the def2-TZVPD basis set.

ORCA input file:
```
! RIJCOSX wB97M-V def2-TZVPD def2/J DEFGRID3
* xyz -1 1
C 6.680 -4.309 -0.306
C 6.420 -2.955 -1.226
Cl 7.520 -2.441 -2.654
C 5.248 -2.052 -0.883
Cl 4.894 -0.466 -1.847
B 4.215 -2.398 0.391
I 3.856 -0.424 1.371
C 2.747 -2.913 -0.164
C 2.709 -4.482 -0.644
O 2.361 -4.746 -1.929
H 7.527 -4.915 -0.808
H 5.705 -4.994 -0.214
H 6.963 -3.887 0.782
H 4.689 -3.143 1.178
H 2.445 -2.195 -1.066
H 1.987 -2.771 0.730
H 2.908 -5.420 0.032
O -0.464 -2.895 1.025
C -1.029 -2.705 -0.053
O -0.306 -2.571 -1.186
C -0.868 -2.531 -2.511
C -1.310 -1.127 -2.871
C -2.517 -2.529 -0.113
H -1.669 -3.268 -2.622
H -0.069 -2.840 -3.195
H -2.101 -0.770 -2.203
H -1.683 -1.090 -3.898
H -0.476 -0.427 -2.773
H -2.765 -1.492 0.128
H -2.976 -3.191 0.626
H -2.953 -2.796 -1.073
O -5.449 -1.778 -0.154
C -6.051 -2.429 0.700
O -5.524 -3.576 1.180
C -6.052 -4.309 2.302
C -7.161 -5.244 1.863
C -7.419 -2.011 1.152
H -6.361 -3.633 3.104
H -5.221 -4.902 2.701
H -8.009 -4.695 1.443
H -7.520 -5.840 2.707
H -6.804 -5.920 1.080
H -8.161 -2.378 0.438
H -7.457 -0.918 1.182
H -7.674 -2.351 2.153
O 6.677 2.418 2.824
C 6.695 2.933 1.706
O 7.869 3.276 1.132
C 8.013 3.710 -0.234
C 7.752 5.197 -0.360
C 5.414 3.273 1.003
H 7.388 3.112 -0.905
H 9.052 3.503 -0.515
H 6.727 5.452 -0.075
H 7.919 5.532 -1.388
H 8.414 5.759 0.306
H 5.047 4.234 1.371
H 4.679 2.495 1.226
H 5.503 3.305 -0.081
O -10.312 -4.578 1.226
C -10.876 -4.388 0.148
O -10.154 -4.253 -0.985
C -10.715 -4.214 -2.311
C -11.158 -2.809 -2.670
C -12.364 -4.211 0.088
H -11.516 -4.951 -2.421
H -9.916 -4.523 -2.994
H -11.948 -2.453 -2.003
H -11.531 -2.773 -3.697
H -10.323 -2.109 -2.572
H -12.613 -3.175 0.329
H -12.823 -4.874 0.827
H -12.801 -4.479 -0.872
O 5.673 8.539 -0.911
C 6.200 9.144 0.023
O 7.545 9.182 0.137
C 8.261 10.007 1.076
C 8.372 9.324 2.423
C 5.360 9.769 1.097
H 7.816 11.005 1.142
H 9.267 10.146 0.661
H 7.388 9.152 2.870
H 8.965 9.928 3.116
H 8.845 8.343 2.317
H 5.087 9.004 1.829
H 4.453 10.171 0.639
H 5.841 10.604 1.601
*
```

Values from the calculation:
M, g mol⁻¹: 732.262
LUMO level, eV: 1.4
Energy above the lowest of the compared OMol25 structures with the same formula, charge and spin, kJ/mol: 329.23
Orbital gap, eV: 6.06



[3]
Here is a structure of composition C17H34F6N2O15S2V in a non-equilibrium geometry from the Open Molecules 2025 dataset. Energies are from ωB97M-V with the def2-TZVPD basis set.

ORCA input file:
```
! RIJCOSX wB97M-V def2-TZVPD def2/J DEFGRID3
* xyz -1 1
O 0.278 0.032 -0.808
V 0.020 -1.375 -1.660
O 1.490 -1.891 -2.118
C -1.852 -1.269 -5.916
F -1.964 -0.867 -7.166
F -3.169 -1.704 -5.593
F -0.941 -2.246 -5.816
S -1.273 0.106 -4.495
O -2.554 0.263 -3.828
O -0.255 -0.550 -3.666
O -0.784 1.305 -5.180
C 1.504 -3.344 2.573
F 2.562 -4.105 2.611
F 0.711 -3.621 3.593
F 1.779 -2.057 2.625
S 0.480 -3.827 0.847
O 1.486 -4.614 0.157
O -0.698 -4.513 1.280
O 0.082 -2.621 0.192
C 3.502 -0.640 0.616
C 4.186 -1.754 -0.089
O 5.361 -1.805 0.672
C 5.223 -1.224 1.857
O 6.184 -1.371 2.682
O 4.096 -0.617 1.924
H 2.458 -0.929 0.736
H 3.456 0.287 0.044
H 4.322 -1.669 -1.167
H 3.706 -2.720 0.074
C 3.247 5.757 1.923
O 1.856 6.060 2.247
C 1.018 6.161 1.119
C 0.277 4.793 0.849
N -0.197 4.316 2.168
C -0.227 2.844 2.452
C 1.063 1.983 2.479
O 0.991 0.727 3.197
C 1.767 0.489 4.379
H 3.781 6.698 1.793
H 3.517 4.962 1.228
H 3.598 5.423 2.899
H 1.410 6.652 0.228
H 0.099 6.707 1.332
H 0.812 4.025 0.291
H -0.546 5.140 0.224
H 0.275 4.912 2.833
H -0.912 2.279 1.819
H -0.731 2.654 3.400
H 1.975 2.478 2.810
H 1.268 1.695 1.448
H 2.822 0.480 4.108
H 1.499 -0.406 4.939
H 1.716 1.223 5.183
C -5.257 1.478 -0.697
O -4.189 0.601 -0.904
C -3.952 -0.128 0.322
C -2.560 -0.682 0.191
N -2.229 -1.238 -1.079
C -2.737 -2.664 -1.299
C -2.374 -3.158 -2.752
O -0.874 -3.342 -2.729
C -0.518 -4.695 -3.067
H -5.206 2.132 0.174
H -6.062 0.743 -0.714
H -5.549 2.012 -1.602
H -4.642 -0.870 0.725
H -3.877 0.610 1.121
H -2.237 -1.410 0.936
H -1.840 0.062 0.532
H -2.696 -0.720 -1.810
H -3.814 -2.595 -1.148
H -2.360 -3.304 -0.501
H -2.536 -2.478 -3.588
H -2.908 -4.064 -3.042
H -0.950 -4.934 -4.039
H -0.975 -5.353 -2.329
H 0.571 -4.713 -3.028
*
```

Values from the calculation:
M, g mol⁻¹: 735.524
LUMO level, eV: 1.9
Energy above the lowest of the compared OMol25 structures with the same formula, charge and spin, kJ/mol: 280.58
Orbital gap, eV: 8.49



- What is the LUMO level in the third record?
  1.9 eV



- The highest M belongs to which entry?
  C17H34F6N2O15S2V